Molecular formula: C29H29MnN5O2S2Te
Method: DFT, ωB97M-V with the def2-TZVPD basis set

Structure (XYZ):
```
69
Properties=species:S:1:pos:R:3:forces:R:3:nbo_charge:R:1
Te -0.657563 -0.487463 -0.190443 -1.7 -1.5 0.9 1.581
Mn 1.271168 1.825796 -2.739242 -1.7 1.8 -0.7 1.211
S 0.826799 6.417754 -3.417569 1.2 -1.5 1.5 0.506
S -2.801118 1.199429 -4.677823 0.1 -0.2 -0.5 0.561
O 2.342618 1.949214 -1.307587 2.0 2.4 0.9 -0.564
O 2.188952 1.731577 -3.923471 -1.2 -0.7 1.1 -0.033
N -1.130884 -0.550005 -3.521567 -0.7 0.2 0.1 -0.734
N 0.900015 3.813389 -2.784792 -0.3 -0.2 -0.6 -0.508
N -0.703501 1.796671 -3.207473 -1.0 -1.0 -2.9 -0.564
N 2.621469 5.244554 -1.828095 0.9 -0.2 0.9 -0.708
N 0.738823 0.728516 -0.800360 0.5 0.4 -1.2 -0.942
C 1.702829 1.440434 -0.301507 1.9 -1.6 1.1 0.689
C -2.134736 -0.781417 3.677786 -0.1 1.5 0.4 -0.207
C -1.201225 -3.183086 -1.409583 -0.6 1.6 1.9 -0.066
C -0.538768 -2.480621 3.702513 0.8 1.2 -1.2 -0.160
C 3.461325 0.775686 1.514646 -0.8 0.3 -0.2 -0.155
C 1.280091 1.827332 2.065207 -0.1 -0.1 0.4 -0.200
C 1.297391 -3.614005 -2.412344 2.8 0.7 1.0 -0.143
C 2.698045 0.937764 3.730883 -2.5 -0.6 3.8 -0.153
C 0.999465 -2.815842 1.780138 -0.5 -1.6 -2.6 -0.643
C -0.087596 -2.052700 2.419603 0.6 -0.8 1.3 -0.025
C -1.077059 2.946740 -4.054131 0.8 -0.6 1.0 0.121
C 1.476876 1.514332 3.380486 0.6 1.2 0.6 -0.191
C -0.294666 5.335767 -4.054784 -2.4 2.5 -2.5 -0.366
C 3.662512 0.538364 2.882502 0.8 -0.8 -2.2 -0.198
C 0.238593 -4.380848 -2.802981 -0.5 -0.8 -0.5 -0.182
C -2.105014 2.774877 -4.932991 1.0 1.2 1.1 -0.403
C 1.218288 -2.560643 -1.433734 -0.6 -1.6 -1.8 -0.266
C -1.850469 -1.897560 5.873002 1.0 -1.6 -0.3 -0.647
C -1.446717 -1.724522 4.413474 -1.0 -0.5 0.4 0.071
C -0.687852 -0.966142 1.816034 1.1 -0.4 -0.7 -0.293
C -1.717890 -0.349121 2.423185 -3.1 1.1 1.7 -0.041
C -1.491811 0.706184 -3.693240 1.9 2.6 0.6 0.289
C 1.561403 4.974904 -2.513226 -1.9 0.9 -2.4 0.384
C -1.044261 -4.183565 -2.318774 2.0 1.6 1.3 -0.174
C -2.474180 -3.007983 -0.557128 -1.4 -0.3 -2.8 -0.678
C -0.084352 -2.375464 -1.042804 -0.4 1.3 0.0 -0.296
C -0.200252 4.088639 -3.726648 0.6 -2.7 1.5 0.064
C 2.249993 1.477729 1.158600 0.4 -1.5 -2.8 -0.175
C -2.545071 0.783452 1.898905 -0.9 0.0 0.1 -0.654
H -2.975568 -2.020513 -0.739904 0.6 -0.5 0.7 0.221
H 2.979751 6.197837 -1.800683 -0.1 -0.4 0.1 0.453
H -1.185666 -2.644254 6.432545 -1.2 0.8 -0.9 0.245
H -1.093365 5.733410 -4.735086 0.9 -0.4 0.8 0.292
H 0.377550 2.289959 1.737141 -0.6 0.3 -0.2 0.215
H -2.928093 -2.158074 5.902990 0.7 0.0 0.3 0.255
H -0.103741 -3.329635 4.164882 0.6 -0.6 0.2 0.230
H 4.474365 -0.126678 3.176920 0.0 0.5 0.1 0.258
H 2.657881 0.621192 4.807901 0.9 0.4 -1.0 0.247
H 0.380481 -5.260732 -3.406694 0.4 0.0 -0.4 0.256
H -3.300921 -3.705031 -0.880571 1.0 0.5 0.1 0.271
H -1.725697 -1.269525 -3.896319 0.1 -0.4 0.0 0.446
H 0.785985 1.869284 4.159972 0.3 -0.6 -0.4 0.249
H 2.316416 -3.898064 -2.754379 -0.9 0.2 0.1 0.244
H 2.097108 -2.056557 -0.996561 -0.6 -0.2 -0.7 0.246
H -2.310354 -3.274168 0.454070 0.3 0.3 1.2 0.247
H -1.961416 1.649115 1.717667 0.7 1.1 -0.1 0.211
H 0.449978 -3.574379 1.112881 0.9 0.8 0.6 0.232
H -3.104560 0.615714 0.978328 -0.1 -0.4 0.0 0.223
H 4.169601 0.283275 0.813797 -0.7 0.9 0.2 0.248
H 3.061527 4.554449 -1.245107 0.3 -0.2 0.1 0.438
H -2.496915 3.578898 -5.607950 0.1 -1.2 0.7 0.309
H -3.280566 1.053182 2.668419 0.2 0.0 -0.4 0.262
H -1.683808 -0.952185 6.354947 -0.2 0.5 0.3 0.242
H 1.473817 -3.473932 2.471301 0.8 -0.1 0.6 0.259
H -2.950951 -0.209700 4.156037 0.5 -0.5 -0.2 0.230
H -1.837284 -4.817761 -2.401034 -1.9 -1.9 -0.9 0.242
H -0.477509 -0.783364 -2.797934 0.3 -0.5 -0.1 0.412
H 1.730286 -2.309877 1.067759 -0.9 -0.3 1.5 0.209
```
Positions in Å, forces in eV/Å.

Summary:
Total charge: +3
Energy relative to the best compared isomer or geometry (same formula, charge and spin): 163.0 kJ/mol
E_HOMO (alpha / beta): -16.18 / -16.18 eV
Calculated total energy: -3760.9605 a.u.
Frontier orbital gap (alpha / beta): 4.6 / 4.6 eV

---

Molecular formula: C2H3BrO
Method: DFT, ωB97M-V with the def2-TZVPD basis set

Structure (XYZ):
```
7
Properties=species:S:1:pos:R:3:forces:R:3:nbo_charge:R:1
Br 2.932306 0.462545 -0.080708 -1.8 -0.9 -0.1 -0.031
O 0.983173 -0.922347 -0.367467 4.7 0.1 -1.5 -0.398
C -0.877976 0.542135 -0.049864 -0.4 -0.3 -0.2 -0.355
C -0.151445 -0.619838 -0.003536 -1.9 3.6 0.1 0.154
H -0.306525 1.456977 -0.361823 -1.2 -0.6 0.5 0.229
H -1.976236 0.411944 0.307964 2.2 0.9 -0.8 0.227
H -0.603297 -1.331414 0.555434 -1.6 -2.8 2.0 0.174
```
Positions in Å, forces in eV/Å.

Summary:
Total charge: 0
Energy relative to the best compared isomer or geometry (same formula, charge and spin): 410.3 kJ/mol
E_HOMO (alpha / beta): -9.34 / -9.45 eV
Calculated total energy: -2727.0996 a.u.
Frontier orbital gap (alpha / beta): 5.8 / 6.0 eV

---

Molecular formula: B2F8K
Method: DFT, ωB97M-V with the def2-TZVPD basis set

Structure (XYZ):
```
11
Properties=species:S:1:pos:R:3:forces:R:3:lowdin_charge:R:1
K 7.260093 -33.826581 1.732481 -6.2 2.2 -6.2 1.215
F 8.013001 -33.427916 5.539055 -0.5 -0.2 -0.2 0.126
F 7.674189 -34.495712 3.486466 -1.4 -3.4 4.1 -0.120
F 8.903446 -31.997796 3.099563 11.2 0.8 -5.7 0.073
F 10.936916 -32.748866 2.758815 2.4 0.4 -1.0 0.166
F 7.399913 -32.214647 3.714407 -12.6 -2.8 4.8 0.022
F 9.256261 -33.889713 1.731386 3.7 -0.2 -2.3 -0.072
F 5.930077 -33.831430 4.682601 0.0 0.4 -0.4 0.044
F 9.589677 -34.102256 3.863505 3.0 0.4 0.9 0.123
B 9.653883 -33.162694 2.847040 1.5 1.0 2.5 -1.340
B 7.292994 -33.483416 4.337041 -1.3 1.4 3.5 -1.236
```
Positions in Å, forces in eV/Å.

Summary:
Total charge: -1
Energy relative to the best compared isomer or geometry (same formula, charge and spin): 756.0 kJ/mol
E_HOMO: -4.91 eV
Calculated total energy: -1448.9235 a.u.
Frontier orbital gap: 7.0 eV

---

Molecular formula: C19H21F11NO3RhSbSe3
Method: DFT, ωB97M-V with the def2-TZVPD basis set

Structure (XYZ):
```
60
Properties=species:S:1:pos:R:3:forces:R:3:mulliken_spin:R:1
Sb -3.791060 0.072767 3.264354 -0.3 -0.8 -0.2 0.000
Rh -0.087806 0.305567 -0.592362 -0.6 -0.2 1.4 2.239
Se 0.960713 -1.193207 0.951945 0.7 -0.8 -0.3 0.677
Se 0.568305 1.533525 1.833181 -0.3 0.6 0.7 0.893
Se -1.661889 -1.295223 -1.437553 -0.6 -1.6 0.1 0.941
F -3.155115 1.712700 4.051932 -0.2 -1.2 -0.4 0.000
F 2.587022 0.899861 4.145429 0.2 -0.3 -0.6 0.005
F -3.663727 -1.099930 4.821910 -0.2 1.5 -1.2 0.000
F -1.981765 -0.357314 2.762029 -0.6 0.4 0.3 -0.001
F -3.930461 0.897803 1.496173 0.5 -0.1 0.3 0.001
F 5.312639 0.730061 3.934393 -0.4 0.5 -0.1 -0.002
F -5.552642 0.759247 3.491244 0.7 -0.8 0.2 0.000
F 5.145226 3.147715 -0.130349 -0.3 -0.3 0.5 -0.002
F -4.389578 -1.588314 2.336910 0.4 1.4 0.6 0.000
F 2.402953 3.083039 0.011214 0.6 0.0 -0.2 -0.005
F 6.616835 1.876388 1.838444 -1.1 0.2 0.3 0.006
O -2.573822 -3.640597 2.057782 0.8 -0.7 -0.4 0.004
O -0.021192 -5.639451 -0.627707 0.5 -0.5 0.2 0.001
O -2.039369 1.709574 -0.451790 -1.0 -0.4 0.8 0.058
N 0.919852 1.319140 -2.076551 0.4 1.6 -0.3 0.055
C 3.192136 1.312326 3.029217 -0.2 0.4 -0.3 0.030
C 0.460285 2.426310 -2.710075 0.8 -1.8 -1.8 -0.019
C 0.715696 -3.060428 0.324470 -0.4 -0.3 0.2 0.060
C 2.430623 1.751128 1.913530 0.9 0.4 1.2 0.016
C -2.663531 2.171638 -1.650944 -1.1 -0.3 -0.5 0.005
C -1.648852 -3.233451 -0.721500 0.4 0.7 -0.1 0.011
C 3.137523 2.479433 0.962767 -0.2 -0.4 -0.6 -0.006
C -0.414975 3.364940 -1.964344 0.8 1.2 0.0 -0.024
C 1.800624 1.782376 -4.664709 -0.7 -0.4 0.5 0.001
C 1.947580 0.612756 -2.547893 0.3 0.2 -1.0 -0.023
C -0.586608 -5.160034 0.590854 -1.5 1.1 -1.5 0.006
C -1.908137 3.357774 -2.227377 -1.0 1.2 -0.5 0.007
C 4.579283 1.367139 3.003812 0.8 -0.3 -0.2 -0.031
C 2.365353 0.794343 -3.853198 1.5 -0.6 -0.6 0.004
C 4.530876 2.548053 0.907625 0.1 0.2 0.1 -0.024
C 0.864033 2.623568 -4.076058 -0.1 0.3 1.1 0.012
C 5.276485 1.973224 1.940620 -0.4 -0.5 -0.4 0.073
C -1.330188 -3.026911 1.738314 -0.2 -1.8 0.7 0.094
C -0.730966 -3.604652 0.448127 0.2 0.4 0.0 -0.033
H -2.665973 1.406974 -2.463983 -0.1 -0.1 0.9 0.000
H -0.612553 -3.293054 2.551106 -0.4 0.5 -0.2 -0.003
H 3.209241 0.183696 -4.249844 -0.8 0.5 0.4 0.001
H -2.329778 4.304588 -1.812644 0.4 -0.6 -0.2 0.000
H -3.744928 2.419452 -1.403229 1.3 -0.2 -0.5 0.003
H 0.418221 -6.486545 -0.447530 -0.3 0.4 -0.2 0.000
H -1.558356 -5.644499 0.769632 0.2 0.3 0.0 0.001
H 0.041104 -5.334868 1.419747 0.9 -0.3 1.1 -0.002
H 0.480389 3.485813 -4.624392 0.0 -0.3 0.2 0.002
H -1.462333 -1.972924 1.656971 0.1 0.6 0.0 -0.066
H -2.753991 1.410382 0.190016 0.9 0.2 -0.5 -0.029
H -1.376103 -3.778442 -1.620748 -0.2 -0.1 -0.1 0.019
H -0.003216 4.352063 -2.307647 -0.6 -0.5 0.6 0.001
H 1.149990 -3.158011 -0.673797 -0.2 0.1 0.1 -0.002
H 1.306759 -3.668788 1.010791 0.3 0.2 0.0 0.019
H -3.283208 -3.000064 2.082806 -0.3 0.6 0.2 0.001
H -2.116822 3.406398 -3.331008 0.2 -0.1 0.9 0.000
H -2.685512 -3.403650 -0.417002 0.1 0.0 -0.3 0.007
H -0.195453 3.271590 -0.882711 -0.2 0.0 -0.6 0.014
H 2.444044 -0.060214 -1.842527 -0.4 -0.1 -0.4 0.009
H 2.056119 1.847220 -5.727875 0.0 0.2 0.5 0.000
```
Positions in Å, forces in eV/Å.

Summary:
Multiplicity: 6
Total charge: 0
Energy relative to the best compared isomer or geometry (same formula, charge and spin): 0.0 kJ/mol
E_HOMO (alpha / beta): -7.58 / -8.83 eV
Calculated total energy: -9670.6605 a.u.
Frontier orbital gap (alpha / beta): 6.9 / 5.8 eV